This record from the Open Molecules 2025 dataset describes a 11-piece molecular cluster, C11H44N22O11 overall. The level of theory is ωB97M-V with the def2-TZVPD basis set.

Last column: Löwdin charge in e.
Element x y z (Å)
1 N -3.66 -1.50 0.91  0.20
2 C -4.40 -0.63 0.38  -0.87
3 N -3.89 -0.06 -0.63  0.19
4 O -5.48 -0.30 0.79  0.02
5 H -3.84 -2.07 1.72  0.13
6 H -2.76 -1.78 0.53  0.08
7 H -4.16 0.86 -0.96  0.11
8 H -2.92 -0.31 -0.77  0.04
9 N 1.66 3.86 2.67  0.17
10 C 0.80 3.82 1.72  -0.82
11 N -0.36 3.81 2.18  0.19
12 O 0.97 3.73 0.51  0.05
13 H 1.38 3.99 3.64  0.11
14 H 2.43 3.22 2.57  0.12
15 H -1.05 3.85 1.45  0.10
16 H -0.62 3.95 3.15  0.11
17 N 3.00 -2.87 4.15  0.19
18 C 2.20 -2.65 3.21  -0.75
19 N 1.06 -3.29 3.36  0.19
20 O 2.58 -1.95 2.25  -0.01
21 H 3.98 -2.63 4.07  0.14
22 H 2.76 -3.29 5.04  0.13
23 H 0.48 -3.36 2.54  0.09
24 H 0.61 -3.54 4.23  0.12
25 N 2.75 1.28 -0.44  0.17
26 C 2.57 1.55 -1.70  -0.80
27 N 1.50 2.24 -1.95  0.19
28 O 3.33 1.13 -2.56  0.02
29 H 3.37 0.49 -0.37  0.10
30 H 2.07 1.50 0.28  0.06
31 H 0.96 2.62 -1.19  0.06
32 H 1.39 2.60 -2.89  0.10
33 N -2.31 5.20 -1.17  0.20
34 C -2.57 3.99 -1.18  -0.81
35 N -3.48 3.69 -2.05  0.19
36 O -1.92 3.17 -0.51  0.00
37 H -1.44 5.46 -0.73  0.14
38 H -2.78 5.85 -1.79  0.13
39 H -3.75 2.72 -2.16  0.11
40 H -3.99 4.41 -2.54  0.12
41 N -0.14 0.61 0.61  0.20
42 C -0.43 -0.52 -0.05  -0.64
43 N 0.24 -1.51 0.46  0.22
44 O -1.28 -0.68 -0.94  -0.05
45 H -0.77 1.39 0.51  0.08
46 H 0.05 0.54 1.60  0.05
47 H -0.14 -2.41 0.21  0.06
48 H 0.84 -1.39 1.27  0.07
49 N -1.95 -5.26 1.81  0.15
50 C -2.11 -4.46 0.70  -0.75
51 N -3.30 -4.63 0.22  0.18
52 O -1.21 -3.86 0.22  0.07
53 H -1.02 -5.23 2.20  0.09
54 H -2.60 -6.02 1.96  0.10
55 H -4.07 -4.80 0.85  0.12
56 H -3.41 -4.01 -0.57  0.13
57 N 4.18 -2.43 -0.33  0.17
58 C 5.41 -1.95 -0.39  -0.77
59 N 6.03 -2.19 -1.54  0.15
60 O 6.00 -1.36 0.48  0.03
61 H 3.55 -2.37 0.45  0.06
62 H 3.94 -3.05 -1.09  0.09
63 H 7.00 -1.91 -1.58  0.11
64 H 5.64 -2.55 -2.40  0.11
65 N -0.84 1.42 4.11  0.21
66 C -0.24 0.44 3.64  -0.87
67 N 1.01 0.60 3.45  0.21
68 O -0.82 -0.61 3.35  0.02
69 H -0.43 2.30 4.41  0.11
70 H -1.83 1.26 4.00  0.15
71 H 1.58 -0.23 3.41  0.10
72 H 1.41 1.52 3.39  0.10
73 N 1.09 -2.70 -2.85  0.19
74 C 0.83 -1.84 -3.75  -0.82
75 N -0.02 -0.96 -3.44  0.19
76 O 1.43 -1.79 -4.84  -0.01
77 H 0.66 -2.72 -1.94  0.09
78 H 1.79 -3.37 -3.12  0.12
79 H -0.34 -0.16 -3.96  0.08
80 H -0.61 -1.00 -2.62  0.06
81 N -1.23 1.53 -3.49  0.18
82 C -1.08 2.70 -4.01  -0.82
83 N -1.76 2.93 -5.10  0.16
84 O -0.45 3.61 -3.59  0.06
85 H -1.86 0.92 -4.01  0.12
86 H -1.04 1.36 -2.51  0.10
87 H -2.37 2.21 -5.48  0.10
88 H -1.79 3.86 -5.48  0.12

Properties
* HOMO energy: -8.06 eV
* ΔE to the lowest compared entry with this formula, charge and spin: 7.410 eV
* structure (SMILES): NC(N)=O.NC(N)=O.NC(N)=O.NC(N)=O.NC(N)=O.NC(N)=O.NC(N)=O.NC(N)=O.NC(N)=O.NC(N)=O.NC(N)=O
* molar mass: 660.62 g mol⁻¹
* total charge: 0